Entry 1:
Molecular formula: C3H7N4O
Method: DFT, the ωB97M-V functional and the def2-TZVPD basis

Properties
* DFT total energy: -11221.5519 eV
* net charge: +1
* LUMO energy: -5.36 eV
* HOMO-LUMO gap: 7.70 eV
* energy above the lowest of the compared OMol25 structures with the same formula, charge and spin: 427.0 kJ/mol
* structure (SMILES): NC=C=[NH+]/C(N)=N/O
* HOMO energy: -13.052 eV

Geometry as XYZ:
```
15
Properties=species:S:1:pos:R:3:lowdin_charge:R:1
C 1.33 -1.68 0.02 -0.0719
C 0.14 -1.66 0.71 0.0518
C -0.74 0.72 0.55 -0.4068
N 0.31 1.37 0.84 0.0037
N -0.73 -0.72 0.91 0.1291
N 1.24 -1.34 -1.28 0.1529
N -1.85 1.12 -0.08 0.1978
O 0.46 2.60 0.36 0.0318
H 2.29 -2.19 0.35 0.1696
H -1.63 -1.08 1.23 0.1626
H 2.01 -1.25 -1.94 0.1479
H 0.39 -0.89 -1.57 0.1161
H -2.18 2.04 -0.09 0.1053
H -2.42 0.41 -0.47 0.1104
H 1.39 2.54 0.47 0.0998
```

=====

Entry 2:
Molecular formula: C17H21CuF5N2OSSeSi
Method: DFT, the ωB97M-V functional and the def2-TZVPD basis

Properties
* DFT total energy: -165283.8674 eV
* <S²>: 0.76
* LUMO energy (alpha / beta): 0.09 / -0.93 eV
* 2S+1: 2
* HOMO-LUMO gap (alpha / beta): 7.67 / 6.58 eV
* energy above the lowest of the compared OMol25 structures with the same formula, charge and spin: 23.6 kJ/mol
* HOMO energy (alpha / beta): -7.585 / -7.516 eV

Geometry as XYZ:
```
50
Properties=species:S:1:pos:R:3:lowdin_charge:R:1
Cu 0.35 0.03 0.08 0.3926
C 3.62 -0.94 -0.87 -0.0245
C 3.27 0.49 -0.71 -0.3116
C 4.17 1.51 -0.96 -0.0474
C 3.78 2.83 -0.78 -0.0618
C 2.51 3.13 -0.33 -0.0161
C 1.63 2.06 -0.11 -0.4466
N 2.03 0.79 -0.33 0.0311
N 0.34 2.10 0.26 -0.0826
Si -0.38 3.24 1.34 0.4507
C -2.24 2.86 1.25 -0.1805
C -0.12 5.10 0.94 -0.1816
C 0.29 2.94 3.10 -0.1662
H 4.46 -1.07 -1.55 0.0841
H 2.76 -1.48 -1.26 0.0473
H 3.87 -1.38 0.09 0.0913
H 5.17 1.28 -1.30 0.1045
H 4.48 3.62 -0.99 0.1081
H 2.17 4.14 -0.18 0.0879
H -2.62 2.99 0.24 0.0208
H -2.81 3.51 1.90 0.0272
H -2.41 1.83 1.55 0.0084
H -0.22 5.31 -0.12 0.0231
H 0.86 5.44 1.26 0.0155
H -0.85 5.70 1.46 0.0212
H 0.16 1.90 3.39 0.0209
H -0.20 3.56 3.85 0.0211
H 1.36 3.16 3.15 0.0226
C -4.03 -0.01 -0.23 -0.2165
S -2.52 0.11 -1.25 0.9168
C -2.92 -1.30 -2.37 -0.2155
O -1.47 -0.49 -0.36 -0.6510
H -4.03 -0.94 0.32 0.0700
H -4.90 0.08 -0.88 0.0571
H -4.01 0.82 0.47 0.0276
H -3.75 -1.02 -3.01 0.0532
H -3.16 -2.17 -1.77 0.0612
H -2.04 -1.50 -2.96 0.0545
F -0.86 -7.26 -1.45 0.1150
C -0.55 -6.10 -0.85 -0.1360
C -1.15 -5.74 0.36 -0.1430
F -2.02 -6.59 0.93 0.1102
C -0.84 -4.54 0.96 -0.2630
F -1.44 -4.20 2.11 0.0638
C 0.08 -3.64 0.40 -0.5068
Se 0.58 -2.10 1.38 0.7659
C 0.67 -4.04 -0.80 -0.2456
F 1.56 -3.22 -1.39 0.0576
C 0.37 -5.24 -1.42 -0.1453
F 1.00 -5.58 -2.55 0.1102
```

=====

Entry 3:
Molecular formula: C7H9BrO2S
Method: DFT, the ωB97M-V functional and the def2-TZVPD basis

Properties
* DFT total energy: -92371.5337 eV
* <S²>: 2.01
* LUMO energy (alpha / beta): 0.45 / -2.82 eV
* 2S+1: 3
* HOMO-LUMO gap (alpha / beta): 6.61 / 5.65 eV
* energy above the lowest of the compared OMol25 structures with the same formula, charge and spin: 14.2 kJ/mol
* HOMO energy (alpha / beta): -6.158 / -8.469 eV

Geometry as XYZ:
```
20
Properties=species:S:1:pos:R:3:lowdin_charge:R:1
C 0.47 2.17 -1.91 -0.1541
C 0.30 3.27 -1.20 -0.3732
C -1.17 -1.57 0.54 -0.4611
C 0.55 0.88 -1.14 -0.1953
C 0.60 1.21 0.42 -0.8399
C -1.07 -3.10 0.87 0.0136
C -0.12 -0.84 1.23 -0.2021
O -1.88 -1.11 -0.33 0.2022
O -0.18 0.57 1.43 -0.1594
S 0.27 3.00 0.54 0.9264
Br 2.71 0.93 0.89 0.4990
H 0.61 2.17 -2.92 0.0758
H 0.11 4.27 -1.47 0.0546
H -0.27 0.27 -1.26 0.0740
H 1.48 0.41 -1.36 0.0700
H -2.07 -3.53 0.85 0.0766
H -0.54 -3.56 0.06 0.0632
H -0.52 -3.33 1.80 0.0953
H 0.80 -0.99 0.68 0.0898
H -0.11 -1.13 2.28 0.1446
```

=====

Entry 4:
Molecular formula: C5H12
Method: DFT, the ωB97M-V functional and the def2-TZVPD basis

Properties
* DFT total energy: -5373.6238 eV
* LUMO energy: 1.09 eV
* HOMO-LUMO gap: 7.90 eV
* energy above the lowest of the compared OMol25 structures with the same formula, charge and spin: 609.4 kJ/mol
* HOMO energy: -6.810 eV

Geometry as XYZ:
```
17
Properties=species:S:1:pos:R:3:lowdin_charge:R:1
C 1.13 -0.87 -0.82 -0.1563
C 0.41 0.24 0.60 -0.2890
C -0.62 -0.50 -1.10 -0.0960
C -0.53 -0.39 1.57 -0.1631
C 0.12 1.67 0.25 -0.1637
H 1.46 -1.61 -0.09 0.0710
H 1.92 -0.13 -1.00 0.0706
H 1.04 -1.43 -1.77 0.0667
H -0.95 -1.54 -1.19 0.0770
H -0.51 -0.05 -2.08 0.0774
H -1.41 0.04 -0.58 0.0335
H -0.42 -1.48 1.62 0.0780
H -0.24 0.01 2.55 0.0858
H -1.61 -0.16 1.43 0.0721
H -0.95 1.93 0.09 0.0725
H 0.46 2.25 1.13 0.0860
H 0.70 2.02 -0.61 0.0776
```

=====

Entry 5:
Molecular formula: C21H30N4O4S
Method: DFT, the ωB97M-V functional and the def2-TZVPD basis

Properties
* DFT total energy: -47248.7742 eV
* LUMO energy: 0.57 eV
* HOMO-LUMO gap: 8.12 eV
* energy above the lowest of the compared OMol25 structures with the same formula, charge and spin: 375.5 kJ/mol
* structure (SMILES): CCN(CCNC(=O)C1CCN(S(=O)(=O)c2c(C)noc2C)CC1)c1ccccc1
* HOMO energy: -7.553 eV

Geometry as XYZ:
```
60
Properties=species:S:1:pos:R:3:lowdin_charge:R:1
C -0.42 -4.23 -1.99 -0.0711
H 0.33 -3.74 -1.38 0.0651
H -0.65 -3.60 -2.85 0.0595
H -0.01 -5.17 -2.36 0.0744
C -1.69 -4.51 -1.17 -0.2198
N -2.24 -3.33 -0.53 -0.1133
C -1.59 -2.73 0.53 -0.2244
C -0.50 -3.34 1.15 -0.0386
C 0.16 -2.75 2.22 -0.0869
C -0.25 -1.52 2.71 -0.1115
C -1.34 -0.91 2.12 -0.0965
C -2.00 -1.49 1.05 -0.0380
H -2.83 -0.95 0.62 0.0997
H -1.67 0.05 2.49 0.1017
H 0.27 -1.05 3.53 0.1028
H 1.00 -3.25 2.66 0.1035
H -0.14 -4.30 0.82 0.0939
C -3.36 -2.71 -1.21 -0.1435
H -3.93 -2.12 -0.49 0.1162
H -4.02 -3.49 -1.59 0.1212
C -2.94 -1.80 -2.39 -0.1413
N -1.92 -0.86 -1.99 0.0768
C -2.20 0.44 -1.74 -0.4728
O -3.24 0.98 -2.07 0.0730
C -1.05 1.18 -1.06 -0.2399
C -1.58 2.30 -0.17 -0.1081
C -0.48 3.32 0.12 -0.1798
N 0.85 2.74 -0.03 -0.2359
S 1.32 1.67 1.17 0.6878
O 1.41 0.32 0.69 -0.2872
O 0.55 1.94 2.34 -0.2612
C 2.97 2.24 1.44 -0.1620
C 4.16 1.59 1.30 -0.2725
O 5.15 2.43 1.62 0.0264
N 4.63 3.63 1.99 0.1147
C 3.33 3.54 1.89 -0.3185
C 2.41 4.65 2.21 -0.0111
H 1.61 4.28 2.85 0.0811
H 2.95 5.46 2.70 0.0867
H 1.95 5.02 1.29 0.0846
C 4.48 0.21 0.87 0.0167
H 5.09 0.22 -0.03 0.0962
H 5.06 -0.29 1.65 0.0967
H 3.56 -0.33 0.70 0.0693
C 1.15 2.31 -1.38 -0.1797
C -0.10 1.78 -2.11 -0.1009
H -0.62 2.59 -2.63 0.1278
H 0.19 1.04 -2.85 0.1233
H 1.90 1.52 -1.29 0.1140
H 1.59 3.15 -1.93 0.1273
H -0.55 3.68 1.15 0.1113
H -0.53 4.17 -0.56 0.1324
H -2.43 2.78 -0.67 0.1202
H -1.94 1.86 0.77 0.1107
H -0.48 0.46 -0.46 0.1088
H -1.09 -1.26 -1.58 0.1325
H -3.80 -1.23 -2.74 0.1211
H -2.56 -2.41 -3.21 0.1094
H -2.45 -4.93 -1.82 0.1170
H -1.46 -5.26 -0.40 0.1108
```

=====

What did the fourth record say?
Molecular formula: C5H12
Method: DFT, the ωB97M-V functional and the def2-TZVPD basis

Properties
* DFT total energy: -5373.6238 eV
* LUMO energy: 1.09 eV
* HOMO-LUMO gap: 7.90 eV
* energy above the lowest of the compared OMol25 structures with the same formula, charge and spin: 609.4 kJ/mol
* HOMO energy: -6.810 eV

Geometry as XYZ:
```
17
Properties=species:S:1:pos:R:3:lowdin_charge:R:1
C 1.13 -0.87 -0.82 -0.1563
C 0.41 0.24 0.60 -0.2890
C -0.62 -0.50 -1.10 -0.0960
C -0.53 -0.39 1.57 -0.1631
C 0.12 1.67 0.25 -0.1637
H 1.46 -1.61 -0.09 0.0710
H 1.92 -0.13 -1.00 0.0706
H 1.04 -1.43 -1.77 0.0667
H -0.95 -1.54 -1.19 0.0770
H -0.51 -0.05 -2.08 0.0774
H -1.41 0.04 -0.58 0.0335
H -0.42 -1.48 1.62 0.0780
H -0.24 0.01 2.55 0.0858
H -1.61 -0.16 1.43 0.0721
H -0.95 1.93 0.09 0.0725
H 0.46 2.25 1.13 0.0860
H 0.70 2.02 -0.61 0.0776
```